Formula: C6H7BrN4
Source: the OMol25 dataset
Level of theory: ωB97M-V/def2-TZVPD

Each atom is followed by the atoms it is bonded to, with distances in Å.
Geometry (Å):
1 H -0.9559 2.1200 -2.1087  C17 1.127
2 H 0.4265 -0.9022 3.2439  C9 1.084
3 N 0.1831 1.2936 1.0204  N7 1.377, C10 1.301
4 H 0.0864 3.1099 -0.8606  C17 1.189
5 H -1.7493 2.7664 -0.5723  C17 1.098
6 Br -1.4945 -1.7148 -3.6377  C13 1.934
7 N -0.4594 1.2279 -0.1954  N3 1.377, C11 1.304, C17 1.452
8 C 0.1039 -0.8262 0.3754  C10 1.412, C11 1.433, N12 1.364
9 C 1.0722 -0.2704 2.6451  H2 1.084, C10 1.434, H16 1.081, H18 1.147
10 C 0.4353 0.0781 1.4083  N3 1.301, C8 1.412, C9 1.434
11 C -0.5981 -0.0130 -0.5727  N7 1.304, C8 1.433
12 N 0.4902 -2.0593 -0.0605  C8 1.364, N14 1.303
13 C -0.2207 -1.3482 -2.2300  Br6 1.934, N14 1.378
14 N 0.0789 -2.2951 -1.2742  N12 1.303, C13 1.378, H15 1.038
15 H 0.2283 -3.2595 -1.6282  N14 1.038
16 H 1.2604 0.6845 3.1161  C9 1.081
17 C -0.8280 2.3666 -1.0168  H1 1.127, H4 1.189, H5 1.098, N7 1.452
18 H 1.9408 -0.9583 2.3478  C9 1.147

Its lowest unoccupied orbital energy is -0.38 eV. The max |F| is 4.5 eV/A. For the energy above the lowest of the compared OMol25 structures with the same formula, charge and spin, the calculation gives 507.8 kJ/mol.

Formula: C30H70
Source: the OMol25 dataset
Level of theory: ωB97M-V/def2-TZVPD

Each atom is followed by the atoms it is bonded to, with distances in Å.
Geometry (Å):
1 H -1.1509 3.9257 -1.8157  C40 1.100
2 H -1.5139 -6.0343 3.3943  C49 1.026
3 C 0.2321 -0.7173 -4.9897  H5 1.016, C18 1.481, H66 1.035, H86 1.085
4 C 2.7511 -2.9363 2.0253  H31 0.949, C38 1.622, C58 1.516, H65 0.986
5 H -0.3759 -0.0543 -4.5167  C3 1.016
6 H 1.8421 -0.5343 -6.4687  C18 1.087
7 C 2.7671 2.0257 -5.7727  H36 1.181, H47 1.171, C52 1.530, C74 1.523
8 H -2.9659 1.3637 -3.9947  C14 1.074
9 H -0.4879 -3.6263 3.6233  C70 0.996
10 H 1.9251 -2.4863 7.0373  C93 1.153
11 H -2.8999 1.6617 -1.6347  C29 1.154
12 C 3.4521 0.8537 2.7843  H20 1.083, C35 1.550, H37 1.057, H62 1.094
13 H -0.3609 -4.3113 6.3113  C64 0.988
14 C -2.4809 2.2977 -3.7797  H8 1.074, C29 1.586, H34 1.079, H96 0.890
15 H -1.6629 -1.9123 2.4293  C88 1.035
16 H 3.2191 -5.2603 1.1323  C67 1.245
17 H 0.8921 1.7617 -4.2947  C74 1.220
18 C 1.2381 0.0387 -5.7697  C3 1.481, H6 1.087, H73 0.990, C74 1.571
19 H -2.4179 5.1787 -3.4237  C95 1.154
20 H 3.2621 1.3657 1.8493  C12 1.083
21 H 2.6171 4.5227 -8.1367  C42 1.052
22 H 1.6811 2.2067 -7.7167  C52 1.134
23 C 0.1811 -2.2733 5.6973  H46 1.208, C64 1.597, H69 1.019, C93 1.542
24 C -1.9799 6.5157 -1.5947  H59 1.055, C60 1.569, H83 1.063, C95 1.612
25 H -3.8959 -3.0203 2.6803  C90 1.105
26 H -1.8049 -3.8533 4.5303  C70 1.117
27 C -0.2749 -0.1373 -1.1417  H57 1.235, H71 1.148, C79 1.567, H100 1.146
28 H -2.5109 -0.1673 0.3513  C48 1.062
29 C -2.9759 2.5987 -2.3037  H11 1.154, C14 1.586, C40 1.600, H54 0.923
30 H 4.6141 -0.8603 2.2403  C35 0.994
31 H 3.5391 -3.4653 2.0483  C4 0.949
32 H -5.3459 -0.7843 3.1723  C85 1.166
33 H -1.8269 7.5097 -3.4267  C60 1.166
34 H -1.4089 2.4127 -3.7307  C14 1.079
35 C 3.7511 -0.6643 2.6933  C12 1.550, H30 0.994, C38 1.502, H56 1.094
36 H 3.4811 2.7167 -5.1337  C7 1.181
37 H 4.0971 1.2347 3.5303  C12 1.057
38 C 2.7261 -1.3273 1.8183  C4 1.622, C35 1.502, H63 1.065, H81 1.152
39 H 1.7551 -0.1463 6.0713  C92 1.061
40 C -2.2409 3.8757 -1.6787  H1 1.100, C29 1.600, H55 1.153, C95 1.593
41 H 2.2241 -3.5993 -0.0417  C58 1.139
42 C 3.0691 3.8497 -7.4657  H21 1.052, C52 1.557, H61 1.103, H80 0.925
43 H -3.7999 5.2977 -2.2317  C95 1.100
44 H -0.1089 -0.8053 0.8033  C79 0.960
45 H -4.6679 -0.1393 1.8553  C85 1.085
46 H -0.8879 -1.7153 5.6183  C23 1.208
47 H 3.4741 1.1767 -6.1617  C7 1.171
48 C -2.1749 -1.1693 0.2473  H28 1.062, H78 1.068, C79 1.645, C88 1.627
49 C -0.8409 -5.7153 4.0993  H2 1.026, C70 1.481, H82 1.025, H97 1.115
50 H 0.2221 0.2867 6.8053  C92 1.112
51 H 1.6041 -5.6673 0.3253  C67 1.116
52 C 2.0541 2.8407 -6.8537  C7 1.530, H22 1.134, C42 1.557, H91 0.976
53 H 1.5181 0.0747 7.8023  C92 1.008
54 H -3.8839 2.7567 -2.2617  C29 0.923
55 H -2.5179 3.9767 -0.5637  C40 1.153
56 H 3.9801 -1.1533 3.6453  C35 1.094
57 H -0.6119 0.8867 -0.5387  C27 1.235
58 C 1.8911 -3.7053 1.0423  C4 1.516, H41 1.139, C67 1.453, H99 1.073
59 H -2.3619 6.5677 -0.6127  C24 1.055
60 C -2.2759 7.8297 -2.3997  C24 1.569, H33 1.166, H75 1.065, H84 1.069
61 H 4.0381 3.4467 -7.8057  C42 1.103
62 H 2.4581 0.8037 3.2383  C12 1.094
63 H 2.8531 -0.8743 0.8623  C38 1.065
64 C 0.0621 -3.8583 5.5423  H13 0.988, C23 1.597, C70 1.522, H98 1.098
65 H 2.2761 -3.0713 2.8783  C4 0.986
66 H -0.4449 -1.3203 -5.4897  C3 1.035
67 C 1.9841 -5.1423 1.2333  H16 1.245, H51 1.116, C58 1.453, H89 0.874
68 H 0.3741 -1.9303 7.7163  C93 0.997
69 H 0.6361 -1.8173 4.9073  C23 1.019
70 C -0.7809 -4.2553 4.3383  H9 0.996, H26 1.117, C49 1.481, C64 1.522
71 H -0.9809 -0.3523 -2.0207  C27 1.148
72 H 2.3341 0.8707 -4.0517  C74 1.071
73 H 0.6081 0.2937 -6.4897  C18 0.990
74 C 1.8001 1.2267 -4.9097  C7 1.523, H17 1.220, C18 1.571, H72 1.071
75 H -3.2319 8.2057 -2.6797  C60 1.065
76 H -1.8859 -3.0513 1.3873  C88 1.096
77 H -0.0189 -2.1113 -0.2137  C79 1.120
78 H -2.8499 -1.2283 -0.5777  C48 1.068
79 C -0.5459 -1.1513 0.0223  C27 1.567, H44 0.960, C48 1.645, H77 1.120
80 H 3.1981 4.5887 -6.9247  C42 0.925
81 H 1.6951 -0.8993 2.1043  C38 1.152
82 H -1.0999 -6.2893 4.9083  C49 1.025
83 H -0.9309 6.3467 -1.5777  C24 1.063
84 H -1.9249 8.6817 -1.8577  C60 1.069
85 C -4.3109 -0.8033 2.6353  H32 1.166, H45 1.085, H87 1.204, C90 1.569
86 H 0.7881 -1.3993 -4.3557  C3 1.085
87 H -3.5249 -0.1053 3.2233  C85 1.204
88 C -2.2789 -2.0523 1.6093  H15 1.035, C48 1.627, H76 1.096, C90 1.558
89 H 1.6971 -5.4693 1.9913  C67 0.874
90 C -3.7799 -2.1443 2.0173  H25 1.105, C85 1.569, C88 1.558, H94 1.173
91 H 1.3041 3.3487 -6.4917  C52 0.976
92 C 1.1601 -0.2963 6.9363  H39 1.061, H50 1.112, H53 1.008, C93 1.540
93 C 0.9851 -1.8263 6.9353  H10 1.153, C23 1.542, H68 0.997, C92 1.540
94 H -4.5439 -2.4893 1.1973  C90 1.173
95 C -2.7029 5.2637 -2.3087  H19 1.154, C24 1.612, C40 1.593, H43 1.100
96 H -2.7949 2.8067 -4.4387  C14 0.890
97 H 0.2641 -5.8593 4.1323  C49 1.115
98 H 1.0991 -4.2163 5.4903  C64 1.098
99 H 0.8741 -3.3693 1.1113  C58 1.073
100 H 0.7991 0.1327 -1.4357  C27 1.146

Its lowest unoccupied orbital energy is 0.74 eV. The max |F| is 15.6 eV/A. For the energy above the lowest of the compared OMol25 structures with the same formula, charge and spin, the calculation gives 1314.0 kJ/mol.

Formula: C44H80ClN14O2
Source: the OMol25 dataset
Level of theory: ωB97M-V/def2-TZVPD

Each atom is followed by the atoms it is bonded to, with distances in Å.
Geometry (Å):
1 C 25.3049 24.0325 9.1581  C4 1.413, H65 1.080, N93 1.369
2 H 24.9296 22.3541 12.0514  C103 1.090
3 H 31.9067 24.9773 8.9317  C95 1.090
4 C 25.1206 23.4828 7.8696  C1 1.413, N13 1.402, H49 1.080
5 C 29.3371 13.8303 -0.6159  N35 1.490, C63 1.504, H70 1.090, H140 1.090
6 H 30.3363 18.2757 8.7578  C109 1.090
7 H 25.8006 16.9691 13.6992  C106 1.090
8 C 28.8485 15.9305 9.0925  H23 1.080, C34 1.440, N47 1.348
9 C 24.9942 19.5421 -0.4900  N14 1.441, H131 1.080, C132 1.388
10 H 28.9174 20.2725 2.1511  C75 1.090
11 C 29.3407 15.8963 1.0775  N35 1.419, C39 1.386, H51 1.080
12 C 24.4014 21.2543 7.0929  N13 1.389, H85 1.090, H126 1.090, H141 1.090
13 N 24.5691 22.2119 8.0851  C4 1.402, C12 1.389, C54 1.345
14 N 25.3181 19.2369 0.8808  C9 1.441, C27 1.344, C124 1.451
15 C 29.8284 21.2927 6.6345  H38 1.080, C53 1.401, N88 1.379
16 C 26.4677 18.1838 9.8547  C18 1.360, H68 1.080, N134 1.380
17 H 28.4558 21.9650 4.5069  C135 1.090
18 C 26.6811 18.1411 11.1971  C16 1.360, N31 1.318, H102 1.080
19 H 25.5614 25.2235 11.7126  C41 1.090
20 C 28.3046 14.0739 1.6315  N35 1.352, N86 1.374, H123 1.080
21 H 29.5248 18.5594 2.1691  C75 1.090
22 C 31.0618 20.0904 2.6154  C75 1.549, N99 1.419, H101 1.090, H121 1.090
23 H 28.2540 16.6148 8.5053  C8 1.080
24 H 31.8956 21.2704 -2.9723  C25 1.090
25 C 31.6739 21.7725 -2.0306  H24 1.090, H80 1.090, N125 1.425, H136 1.090
26 H 25.5753 15.8762 -1.6331  C32 1.090
27 C 25.5241 17.9104 0.9543  N14 1.344, N81 1.365, H112 1.080
28 C 31.3979 21.3234 0.4688  N99 1.372, H115 1.080, N125 1.417
29 H 30.2048 13.9218 -2.5879  C63 1.090
30 H 31.3284 15.9318 11.1904  C64 1.080
31 N 26.2915 16.9610 11.6360  C18 1.318, C58 1.344, C106 1.505
32 C 25.5440 15.9919 -0.5497  H26 1.090, H62 1.090, N81 1.434, C91 1.522
33 H 27.4383 18.0670 3.8702  C118 1.090
34 C 28.9942 14.5208 9.3480  C8 1.440, H111 1.080, N117 1.378
35 N 28.9393 14.6314 0.5758  C5 1.490, C11 1.419, C20 1.352
36 H 26.0338 15.4201 13.0780  C106 1.090
37 C 31.8931 19.1361 0.4722  H74 1.080, C90 1.402, N99 1.394
38 H 29.8483 20.5339 5.8663  C15 1.080
39 C 29.0867 15.9508 2.4390  C11 1.386, N86 1.370, H120 1.080
40 H 26.9269 24.1780 11.2363  C41 1.090
41 C 26.0642 24.2739 11.8956  H19 1.090, H40 1.090, H89 1.090, C103 1.535
42 C 27.8698 16.4433 13.5037  H72 1.090, C106 1.484, H122 1.090, H129 1.090
43 H 27.0456 22.0985 5.4908  C135 1.090
44 C 31.2417 18.5145 10.6550  H55 1.090, H96 1.090, C109 1.568, H137 1.090
45 H 26.5678 14.1307 3.8301  C116 1.090
46 H 25.4501 15.2308 10.6778  C58 1.080
47 N 29.8600 16.5354 9.7475  C8 1.348, C64 1.367, C109 1.509
48 H 26.5183 20.5691 2.0237  C124 1.090
49 H 25.3100 23.9005 6.8918  C4 1.080
50 H 23.9283 15.4152 0.8160  C91 1.090
51 H 30.0255 16.5059 0.5067  C11 1.080
52 H 26.2818 18.2614 5.1492  C118 1.090
53 C 30.6199 21.5401 7.7634  C15 1.401, N61 1.367, H67 1.080
54 C 24.3253 22.0620 9.3990  N13 1.345, H79 1.080, N93 1.391
55 H 31.0578 18.3033 11.7084  C44 1.090
56 H 29.7352 12.5859 11.1841  C107 1.090
57 H 23.9235 23.7043 11.8691  C103 1.090
58 C 25.8199 16.2428 10.6026  N31 1.344, H46 1.080, N134 1.411
59 C 29.1994 23.2228 7.5472  N61 1.332, N88 1.379, H92 1.080
60 H 24.4585 14.1468 -0.3739  C91 1.090
61 N 30.1347 22.6861 8.3298  C53 1.367, C59 1.332, C94 1.472
62 H 26.4889 15.6800 -0.1047  C32 1.090
63 C 30.1050 14.5409 -1.6963  C5 1.504, H29 1.090, H83 1.090, H139 1.090
64 C 30.5555 15.6294 10.4993  H30 1.080, N47 1.367, N117 1.394
65 H 25.6442 25.0153 9.4500  C1 1.080
66 H 28.1052 14.0522 4.7067  C116 1.090
67 H 31.3772 20.9572 8.2664  C53 1.080
68 H 26.5700 18.9809 9.1332  C16 1.080
69 O 29.3357 17.8493 5.5438  C110 1.307
70 H 28.4716 13.2560 -0.9464  C5 1.090
71 H 29.9004 24.1024 9.9227  C94 1.090
72 H 27.9924 16.0487 14.5124  C42 1.090
73 H 32.5803 23.3760 8.6218  C95 1.090
74 H 31.9420 18.1647 0.9416  C37 1.080
75 C 29.6071 19.5574 2.5995  H10 1.090, H21 1.090, C22 1.549, H108 1.090
76 O 27.8352 18.5492 7.0274  C110 1.244
77 H 27.2043 19.7371 4.6517  C118 1.090
78 H 31.3617 13.3726 11.4593  C107 1.090
79 H 23.6643 21.3254 9.8312  C54 1.080
80 H 30.7049 22.2511 -2.1721  C25 1.090
81 N 25.3228 17.3847 -0.2890  C27 1.365, C32 1.434, C132 1.339
82 H 32.3013 19.0564 -1.7701  C90 1.080
83 H 29.5970 15.4730 -1.9438  C63 1.090
84 H 26.1362 16.7825 7.2620  C130 1.090
85 H 25.2704 20.8442 6.5781  C12 1.090
86 N 28.3113 14.8661 2.7536  C20 1.374, C39 1.370, C116 1.499
87 H 29.1142 18.5429 10.0628  C109 1.090
88 N 28.9438 22.3433 6.5162  C15 1.379, C59 1.379, C135 1.443
89 H 26.3698 24.0212 12.9109  C41 1.090
90 C 32.0184 19.5606 -0.8579  C37 1.402, H82 1.080, N125 1.429
91 C 24.2894 15.2081 -0.1913  C32 1.522, H50 1.090, H60 1.090, H114 1.090
92 H 28.6551 24.1517 7.6325  C59 1.080
93 N 24.8111 23.1646 10.0943  C1 1.369, C54 1.391, C103 1.482
94 C 30.6070 23.3606 9.5504  N61 1.472, H71 1.090, C95 1.548, H138 1.090
95 C 32.0133 23.9714 9.3376  H3 1.090, H73 1.090, C94 1.548, H127 1.090
96 H 32.2221 18.0872 10.4444  C44 1.090
97 H 26.0003 15.4105 8.0546  C130 1.090
98 H 25.1460 19.8804 2.9482  C124 1.090
99 N 31.4570 20.2024 1.2572  C22 1.419, C28 1.372, C37 1.394
100 H 30.9965 12.5805 9.9304  C107 1.090
101 H 31.0458 21.0646 3.1039  C22 1.090
102 H 27.0141 18.8856 11.9051  C18 1.080
103 C 24.9004 23.3288 11.5645  H2 1.090, C41 1.535, H57 1.090, N93 1.482
104 H 27.9915 23.4896 4.9788  C135 1.090
105 H 27.3604 15.5756 4.5427  C116 1.090
106 C 26.4638 16.4205 13.0304  H7 1.090, N31 1.505, H36 1.090, C42 1.484
107 C 30.5624 13.1495 10.7526  H56 1.090, H78 1.090, H100 1.090, N117 1.420
108 H 29.2549 19.4378 3.6240  C75 1.090
109 C 30.0349 18.0342 9.7771  H6 1.090, C44 1.568, N47 1.509, H87 1.090
110 C 28.1234 18.2203 5.8630  O69 1.307, O76 1.244, C118 1.485
111 H 28.3894 13.6615 9.0988  C34 1.080
112 H 25.7524 17.4203 1.8893  C27 1.080
113 H 24.9629 18.1858 -2.2497  C132 1.080
114 H 23.3833 15.3789 -0.7727  C91 1.090
115 H 31.1100 22.3108 0.7981  C28 1.080
116 C 27.5152 14.6407 4.0041  H45 1.090, H66 1.090, N86 1.499, H105 1.090
117 N 30.0458 14.3618 10.2238  C34 1.378, C64 1.394, C107 1.420
118 C 27.2232 18.6530 4.7637  H33 1.090, H52 1.090, H77 1.090, C110 1.485
119 H 24.8435 21.0283 1.7474  C124 1.090
120 H 29.3696 16.6360 3.2245  C39 1.080
121 H 31.7482 19.5052 3.2273  C22 1.090
122 H 28.1576 17.4874 13.3807  C42 1.090
123 H 27.5883 13.2848 1.4564  C20 1.080
124 C 25.4999 20.1853 1.9634  N14 1.451, H48 1.090, H98 1.090, H119 1.090
125 N 31.6871 20.9504 -0.8669  C25 1.425, C28 1.417, C90 1.429
126 H 23.7421 21.5726 6.2854  C12 1.090
127 H 32.5576 24.0871 10.2748  C95 1.090
128 Cl 24.4850 16.2834 4.0982  no bonds
129 H 28.3639 15.7614 12.8116  C42 1.090
130 C 25.6054 16.4226 8.1434  H84 1.090, H97 1.090, H133 1.090, N134 1.431
131 H 24.9079 20.5506 -0.8667  C9 1.080
132 C 25.0651 18.3440 -1.1862  C9 1.388, N81 1.339, H113 1.080
133 H 24.5490 16.6181 7.9594  C130 1.090
134 N 26.0188 16.9595 9.4032  C16 1.380, C58 1.411, C130 1.431
135 C 28.0610 22.4796 5.3829  H17 1.090, H43 1.090, N88 1.443, H104 1.090
136 H 32.3334 22.6144 -1.8200  C25 1.090
137 H 31.5115 19.5660 10.5567  C44 1.090
138 H 30.7307 22.5701 10.2906  C94 1.090
139 H 31.0476 14.8224 -1.2270  C63 1.090
140 H 29.8995 12.9327 -0.3589  C5 1.090
141 H 23.8452 20.3997 7.4782  C12 1.090

Its lowest unoccupied orbital energy is -9.86 eV. The max |F| is 5.4 eV/A. For the energy above the lowest of the compared OMol25 structures with the same formula, charge and spin, the calculation gives 239.6 kJ/mol. Its total charge is +5.

Values of E_HOMO, in order: -7.84; -10.05; -16.37, all in eV.
Values of frontier orbital gap, in order: 7.46; 10.79; 6.51, all in eV.